1.
C23H41AlN2P3S | ωB97M-V/def2-TZVPD

Geometry as XYZ:
```
71
Properties=species:S:1:pos:R:3:forces:R:3:lowdin_charge:R:1
Al 0.03080 -0.03363 1.12607 0.5 0.0 0.0 0.10
P 2.14625 1.15227 2.00118 -0.1 0.8 0.6 0.83
P -1.96426 1.69396 1.20590 -0.6 0.6 0.1 0.83
P 0.54631 0.88223 -1.23791 0.1 0.1 -0.1 0.81
H -1.11772 -2.49964 0.65803 0.3 0.2 0.0 0.08
C -0.35877 -1.89905 0.14061 -0.9 -0.1 0.0 -0.19
C 0.98216 -1.87260 0.63647 0.9 -0.6 0.1 -0.21
H 1.24600 -2.47072 1.51574 -0.2 0.3 -0.2 0.07
C 2.76649 0.80219 3.69914 -0.2 -0.3 0.1 -0.21
C 1.97910 2.99439 2.12848 0.3 -0.2 -0.3 -0.22
C 3.66055 0.78779 1.06772 0.0 0.1 -0.1 -0.23
C -3.46731 1.05633 0.38653 0.2 -0.2 -0.1 -0.23
C -2.74656 2.26780 2.77618 0.4 -0.2 0.3 -0.24
C -1.65069 3.34240 0.44081 0.1 -0.1 0.0 -0.23
C 1.71102 -0.14663 -2.21710 -0.1 0.0 0.0 -0.24
C 1.28238 2.55086 -1.44729 -0.2 -0.1 -0.2 -0.23
C -0.94361 0.90916 -2.31659 0.1 -0.1 -0.1 -0.25
H -0.54665 -1.87770 -0.94009 0.1 0.3 0.4 0.05
H 1.82704 -1.79476 -0.05699 -0.4 0.1 0.1 0.06
H 2.81701 -0.28143 3.86128 0.1 0.2 0.0 0.06
H 2.13028 1.24238 4.47964 0.2 -0.1 -0.3 0.05
H 3.77940 1.22224 3.79495 -0.3 -0.1 -0.1 0.07
H 1.13222 3.26217 2.78346 0.4 -0.1 -0.2 0.05
H 1.82114 3.45251 1.14143 0.1 -0.1 0.4 0.03
H 2.90707 3.39163 2.57275 -0.4 0.0 -0.2 0.07
H 3.80684 -0.29738 1.07744 0.0 0.1 0.0 0.06
H 4.49757 1.26447 1.58997 -0.1 -0.1 -0.3 0.07
H 3.61483 1.13491 0.03359 0.1 0.0 0.1 0.03
H -4.27431 1.79102 0.50400 0.2 -0.2 -0.1 0.07
H -3.75385 0.12480 0.89183 0.0 0.2 -0.2 0.07
H -3.29367 0.84870 -0.67307 -0.1 0.0 0.2 0.03
H -3.65122 2.84768 2.54560 0.3 -0.2 0.0 0.07
H -2.06307 2.90870 3.35247 -0.2 -0.2 -0.2 0.06
H -3.01829 1.40284 3.39538 0.0 0.2 -0.1 0.06
H -2.51526 3.98944 0.65190 0.3 -0.2 -0.1 0.07
H -1.50467 3.27915 -0.64308 -0.1 0.1 0.3 0.03
H -0.75733 3.79124 0.90134 -0.3 -0.1 -0.2 0.04
H 1.82821 0.29388 -3.22004 0.0 -0.1 0.3 0.05
H 1.32839 -1.17004 -2.32383 0.1 0.2 0.1 0.04
H 2.69063 -0.17653 -1.72021 -0.3 0.0 -0.2 0.05
H 1.33306 2.76254 -2.52601 0.1 0.1 0.3 0.07
H 2.29744 2.57704 -1.02915 -0.3 0.0 -0.2 0.04
H 0.66844 3.31700 -0.95803 0.2 -0.2 -0.2 0.03
H -0.62611 1.13559 -3.34677 -0.2 0.1 0.3 0.04
H -1.67296 1.66056 -1.98729 0.3 -0.2 -0.2 0.03
H -1.42441 -0.07960 -2.30739 0.1 0.3 0.1 0.05
C -0.58065 -2.67457 -5.99325 0.0 1.0 0.3 -0.55
C -1.75259 -2.91675 -6.73599 -1.0 -0.9 -0.8 -0.04
C -2.00619 -4.18860 -7.24996 -0.4 1.3 0.1 0.01
C -1.09062 -5.22839 -7.04634 0.0 -0.2 -0.1 0.04
C 0.08923 -4.98704 -6.32995 0.7 0.9 0.7 0.00
C 0.34828 -3.71706 -5.81510 0.6 -1.4 0.0 -0.06
S -0.25530 -1.12176 -5.27901 -0.2 -1.0 -0.6 1.02
H -1.38174 -0.48032 -5.67006 0.2 -0.2 0.0 -0.05
H -2.45224 -2.10053 -6.89170 0.0 -0.2 -0.1 0.12
H -2.92496 -4.37252 -7.81126 0.3 0.1 0.2 0.14
H -1.29658 -6.22548 -7.44658 0.1 0.4 0.1 0.15
H 0.80558 -5.79270 -6.17199 -0.2 0.3 -0.1 0.14
H 1.26488 -3.51894 -5.26447 -0.1 -0.2 -0.1 0.12
N 0.06183 0.14175 8.48794 -0.4 -1.0 -2.9 0.24
C -0.10342 -0.17794 7.37035 0.1 0.6 2.8 -0.12
C -0.28300 -0.37478 5.95627 0.5 -0.2 -0.2 -0.17
C 0.01258 -1.56088 5.27554 0.1 -0.1 0.0 0.04
C -0.05049 -1.59482 3.88704 -0.2 0.2 -0.6 -0.04
N -0.20339 -0.46189 3.14002 0.0 0.5 1.0 -0.01
C -0.36259 0.69987 3.83195 -0.4 -0.5 0.5 -0.22
C -0.56846 0.75340 5.20112 0.1 0.4 -0.5 0.02
H 0.34431 -2.44217 5.81512 -0.3 0.0 -0.1 0.14
H 0.04637 -2.54538 3.33344 0.0 0.7 0.4 0.14
H -0.27548 1.66096 3.32094 -0.3 -0.6 -0.2 0.05
H -0.86526 1.68635 5.67686 0.4 -0.1 -0.1 0.15
```
Positions in Å, forces in eV/Å.

Summary:
Gap between HOMO and LUMO (spin up / spin down) in eV: 8.84 / 3.38
Total energy in Ha: -2674.237467
Multiplicity: 1
Net charge: +3
Highest occupied orbital energy (spin up / spin down) in eV: -17.27 / -14.85
F_max in eV/Å: 3.0



2.
C2LiO4Tl | ωB97M-V/def2-TZVPD

Geometry as XYZ:
```
8
Properties=species:S:1:pos:R:3:forces:R:3:nbo_charge:R:1
O 0.43707 0.66433 2.15768 -0.7 1.0 0.0 -0.56
C -0.63465 0.98550 1.83362 -0.4 -0.4 0.8 1.04
O -1.73951 1.23389 1.61881 0.0 0.3 -0.4 -0.48
O 2.49676 -2.74310 -0.18360 0.6 -2.0 -0.5 -1.01
O 0.33397 -2.68162 -0.35581 0.6 -0.6 -0.2 -0.89
C 1.45662 -2.28206 -0.85731 -1.3 -0.4 0.2 0.30
Li 1.32366 -4.50824 0.38562 0.0 1.5 -0.7 0.87
Tl 2.10775 -1.01632 1.15947 1.2 0.5 0.8 0.73
```
Positions in Å, forces in eV/Å.

Summary:
Gap between HOMO and LUMO in eV: 5.68
Total energy in Ha: -557.167769
Multiplicity: 1
Highest occupied orbital energy in eV: -6.37
F_max in eV/Å: 2.1



3.
C10H13Br2N2O2 | ωB97M-V/def2-TZVPD

Geometry as XYZ:
```
29
Properties=species:S:1:pos:R:3:forces:R:3:nbo_charge:R:1
C 0.67483 -0.05440 -0.33390 0.3 0.3 0.2 -0.63
C 0.47967 1.44037 -0.51133 0.2 -0.1 -0.9 -0.24
Br -0.40734 2.24128 1.03646 -0.2 0.0 0.1 -0.07
C 1.80065 2.10136 -0.89280 0.3 -0.2 1.7 -0.18
Br 1.39749 3.43535 -2.42784 -0.1 0.3 -0.6 -0.26
C 2.58339 2.71638 0.18031 0.6 -1.3 -0.4 -0.62
C 4.02628 2.50664 -0.00966 -0.4 1.1 0.6 -0.12
O 4.41793 1.03898 0.29803 0.2 -0.8 -0.8 -0.46
N 5.49699 0.64691 -0.46333 -0.3 0.7 -0.1 0.33
O 5.28740 -0.33554 -1.09288 0.0 -0.3 0.4 -0.34
H 0.99144 -0.44435 -1.29826 0.0 -0.2 -0.1 0.21
H -0.23879 -0.54815 -0.02822 -0.1 -0.1 0.1 0.22
H 1.48270 -0.23815 0.37084 0.0 -0.1 0.2 0.22
H -0.21650 1.58894 -1.32701 -0.3 0.1 0.1 0.22
H 2.37266 1.33629 -1.41064 -0.1 0.1 -0.7 0.19
H 2.31239 2.28709 1.14348 -0.4 0.6 0.3 0.18
H 4.34357 2.71201 -1.02864 0.1 -0.1 -0.1 0.17
H 4.60382 3.10223 0.69322 0.3 -0.1 0.0 0.17
N -2.60551 -1.83102 -0.33709 -0.1 0.0 0.0 -0.41
C -3.06936 -3.07665 -0.38097 0.0 0.0 0.0 0.03
C -4.07425 -3.55369 0.44687 0.0 0.0 0.0 -0.27
C -4.62675 -2.68590 1.37504 0.0 0.0 0.0 -0.18
C -4.15362 -1.38622 1.43383 0.0 0.0 0.0 -0.26
C -3.14467 -1.00729 0.55853 0.0 0.1 0.0 0.04
H -2.60764 -3.72368 -1.11950 0.0 0.0 0.0 0.19
H -4.41243 -4.57788 0.36480 0.0 0.0 0.0 0.21
H -5.41280 -3.01814 2.04165 0.0 0.0 0.0 0.21
H -4.55419 -0.67521 2.14318 0.0 0.0 0.0 0.22
H -2.74738 0.00247 0.57582 0.0 0.0 0.0 0.22
```
Positions in Å, forces in eV/Å.

Summary:
Gap between HOMO and LUMO in eV: 5.42
Total energy in Ha: -5796.761008
Multiplicity: 1
Net charge: -1
Highest occupied orbital energy in eV: -2.88
F_max in eV/Å: 1.7



4.
C2H4N4O2 | ωB97M-V/def2-TZVPD

Geometry as XYZ:
```
12
Properties=species:S:1:pos:R:3:forces:R:3:nbo_charge:R:1
H -0.85702 1.98818 -0.67691 1.6 -0.2 1.6 0.35
N 0.05440 1.89086 -0.09706 -0.2 -1.1 -1.7 -0.67
C 0.44044 0.65168 -0.14475 -1.8 -0.2 0.3 0.27
C 1.77298 0.02529 0.03734 -2.3 -0.9 -1.2 0.72
O 2.77198 0.58757 0.12539 3.2 0.5 0.6 -0.44
O 1.57286 -1.35978 -0.27800 2.9 0.5 1.3 -0.36
N 0.30073 -1.77200 -0.01950 -1.8 2.9 -3.2 -0.10
N -0.36018 -0.43985 -0.34674 -3.6 -0.4 -0.4 -0.15
N -1.68785 -0.29721 0.19539 3.0 3.6 3.4 -0.67
H 0.08298 -1.81867 0.92718 0.3 -0.3 2.7 0.33
H -2.46084 -0.27586 -0.40143 -0.7 -0.1 -1.9 0.37
H -1.63047 0.81979 0.67907 -0.4 -4.2 -1.5 0.36
```
Positions in Å, forces in eV/Å.

Summary:
Gap between HOMO and LUMO in eV: 9.12
Total energy in Ha: -447.932596
Multiplicity: 1
Highest occupied orbital energy in eV: -9.45
F_max in eV/Å: 5.8
SMILES: [H]/N=c1/c(=O)o[nH]n1N



5.
C19H54N2O9 | ωB97M-V/def2-TZVPD

Geometry as XYZ:
```
84
Properties=species:S:1:pos:R:3:forces:R:3:lowdin_charge:R:1
C -1.92106 0.22251 0.21819 -0.5 0.8 0.5 -0.02
C -2.81308 0.27429 -1.02884 0.1 0.0 -0.5 -0.50
C -2.37301 1.46320 -1.89334 0.2 0.5 -0.1 -0.02
C -2.64582 -1.03018 -1.80513 0.2 -0.4 -0.1 -0.15
C -3.67174 -1.15100 -2.90837 0.2 0.2 -0.3 -0.18
C -5.03182 -1.25462 -2.26250 -0.3 0.5 0.0 -0.14
C -5.37170 -0.01418 -1.42007 -0.5 -0.1 0.1 -0.53
C -5.90698 1.14412 -2.26720 0.6 -0.2 -0.4 -0.02
C -6.47651 -0.43564 -0.43592 0.3 0.6 0.7 -0.04
N -4.20961 0.36922 -0.64238 0.1 -1.1 1.1 -0.12
O -4.47950 1.41341 0.26646 0.1 0.4 -0.4 -0.01
H -1.55082 1.23369 0.40749 0.3 -0.2 0.1 0.09
H -2.50115 -0.03386 1.10600 0.0 -0.3 0.0 0.09
H -1.10241 -0.48633 0.14574 0.1 0.1 -0.3 0.04
H -1.28445 1.57004 -1.90563 0.0 -0.1 0.0 0.06
H -2.69949 1.40641 -2.93082 -0.1 -0.1 0.0 0.07
H -2.78186 2.38978 -1.48127 0.0 -0.1 0.1 0.09
H -1.61203 -1.09876 -2.15676 -0.1 0.2 -0.1 0.12
H -2.79134 -1.89465 -1.14434 0.0 0.2 0.2 0.12
H -3.65355 -0.24468 -3.51892 0.0 -0.1 -0.1 0.10
H -3.44491 -1.96455 -3.59986 -0.1 -0.2 0.2 0.12
H -5.09631 -2.09275 -1.56671 0.1 -0.3 -0.3 0.12
H -5.81339 -1.33726 -3.02123 -0.1 -0.2 0.1 0.12
H -5.15469 1.43854 -3.00569 -0.1 0.0 0.0 0.07
H -6.09114 2.00830 -1.63295 -0.2 0.0 0.0 0.08
H -6.79995 0.83099 -2.80991 -0.1 0.2 0.1 0.09
H -6.81044 0.47249 0.07265 -0.4 -0.2 -0.1 0.08
H -6.06372 -1.07184 0.35257 0.1 -0.1 -0.2 0.09
H -7.31365 -0.96356 -0.88757 0.0 0.2 -0.3 0.08
H -4.37701 1.01587 1.13792 -0.1 0.0 0.0 0.10
C 3.36168 -0.89189 -1.32306 0.5 -0.3 -0.6 -0.01
C 3.81184 0.46365 -1.95893 -0.4 -0.4 0.3 -0.50
C 5.17290 0.27735 -2.62243 0.1 -0.3 0.3 -0.04
C 2.80489 0.88937 -3.01580 0.0 0.4 -0.8 -0.15
C 1.45913 1.23148 -2.42146 -0.2 -0.6 0.8 -0.19
C 1.66406 2.42954 -1.52241 0.7 1.3 -0.6 -0.14
C 2.71578 2.22380 -0.42883 -0.2 -0.3 0.9 -0.50
C 3.17054 3.60808 0.05705 0.8 -0.2 0.3 -0.03
C 2.07583 1.45468 0.76071 0.2 0.0 -0.3 -0.01
N 3.88164 1.54395 -0.98181 0.3 0.7 -1.1 -0.13
O 4.91301 1.38901 -0.05626 0.0 -0.2 0.2 0.00
H 3.33853 -0.80745 -0.23776 -0.1 -0.1 0.0 0.05
H 2.41063 -1.25830 -1.70519 -0.3 0.3 0.3 0.06
H 4.05898 -1.69225 -1.59907 0.1 0.2 0.2 0.08
H 5.84258 -0.23432 -1.92929 0.1 0.1 -0.1 0.08
H 5.03441 -0.36108 -3.49700 0.1 0.0 0.0 0.09
H 5.63766 1.21533 -2.91680 -0.2 0.1 0.0 0.09
H 3.18173 1.77955 -3.53517 0.1 0.0 0.1 0.13
H 2.72808 0.13305 -3.80148 0.0 -0.3 0.2 0.13
H 0.68889 1.34812 -3.18234 0.0 0.3 0.0 0.11
H 1.14600 0.37749 -1.80482 -0.2 0.1 -0.1 0.09
H 0.78425 2.90583 -1.08374 -0.2 -0.5 0.1 0.12
H 2.09804 3.24034 -2.13291 -0.2 -0.2 -0.2 0.12
H 3.61975 3.55382 1.05283 -0.4 0.0 0.1 0.08
H 2.34274 4.31407 0.04637 0.0 0.1 0.1 0.09
H 4.01199 3.96610 -0.54044 -0.4 0.1 -0.4 0.09
H 1.25030 0.84445 0.39256 -0.1 0.0 0.2 0.06
H 1.75616 2.16297 1.52279 -0.4 -0.1 0.0 0.09
H 2.77728 0.79158 1.27882 0.0 0.1 0.0 0.06
H 4.60942 0.77590 0.63456 0.0 0.0 0.0 0.08
C 2.92692 0.54925 4.97142 -0.1 0.2 -0.2 -0.17
O 2.09638 1.47212 4.30551 -0.1 0.1 -0.1 -0.12
H 2.35530 -0.07177 5.66771 0.1 -0.1 0.0 0.06
H 3.46107 -0.07659 4.24658 0.0 -0.2 0.2 0.07
H 3.65540 1.12898 5.53524 0.0 -0.1 0.0 0.08
H 1.43034 0.98242 3.80792 -0.1 -0.1 0.0 0.04
O 1.24881 -2.81307 4.55638 -0.1 0.0 0.0 -0.05
H 1.48765 -2.62429 5.46801 0.1 0.0 0.0 0.05
H 0.85274 -3.69345 4.56588 0.0 -0.1 -0.1 0.05
O 0.12596 -4.55038 2.48343 0.1 -0.1 0.2 -0.06
H 1.00387 -4.19289 2.28906 -0.1 0.2 -0.1 0.00
H -0.47065 -3.80109 2.39474 0.0 0.0 -0.1 0.03
O 0.27241 -2.29422 -0.53143 0.0 0.0 -0.1 -0.06
H 1.02061 -2.81239 -0.20572 -0.1 0.1 0.2 0.01
H -0.43830 -2.92711 -0.67056 -0.1 0.0 0.0 0.05
O 2.26106 -2.90062 1.37418 0.3 -0.2 -0.1 -0.05
H 2.57520 -2.05055 1.70381 -0.1 0.1 0.1 0.05
H 3.03457 -3.32315 0.98527 0.1 0.0 0.0 0.08
O 0.40811 -0.76651 2.48056 0.2 -0.1 0.1 -0.04
H 0.42565 -0.91064 1.52601 -0.2 0.0 -0.1 0.00
H 0.52014 -1.64452 2.86582 0.1 0.0 0.2 -0.01
O -0.48492 -0.52928 5.79350 -0.1 0.0 0.0 -0.05
H 0.06294 -0.87500 6.50198 0.0 0.0 0.1 0.02
H -0.33683 -1.12848 5.05439 0.0 0.0 -0.1 0.00
```
Positions in Å, forces in eV/Å.

Summary:
Gap between HOMO and LUMO in eV: 7.73
Total energy in Ha: -1542.891660
Multiplicity: 1
Highest occupied orbital energy in eV: -7.93
F_max in eV/Å: 1.6
SMILES: CC1(C)CCCC(C)(C)N1O.CC1(C)CCCC(C)(C)N1O.CO.O.O.O.O.O.O



6.
C10H11Cl6PtV | ωB97M-V/def2-TZVPD

Geometry as XYZ:
```
29
Properties=species:S:1:pos:R:3:forces:R:3:lowdin_spin:R:1
V -1.09233 0.86572 -2.24332 -1.3 -0.3 0.8 2.84
Cl -2.95089 0.69980 -3.59343 0.2 -0.2 0.3 0.04
C 0.25676 -0.05171 -3.49514 2.4 -1.8 -2.7 0.55
C -1.12074 2.93280 -2.17480 0.3 2.0 0.0 0.25
H 0.65668 0.67582 -4.22184 -0.4 0.2 0.5 0.03
H 1.08981 -0.51004 -2.94660 -0.5 0.2 0.2 0.03
H -0.29305 -0.82242 -4.05874 -0.4 0.4 0.5 0.03
H -0.59256 3.33079 -3.05780 -0.1 -0.3 0.3 0.01
H -0.65150 3.34207 -1.27188 -0.2 -0.1 -0.2 0.01
H -2.16878 3.26343 -2.24341 0.2 -0.5 0.1 0.02
Pt 0.25337 -0.08629 0.17234 -0.3 0.0 -0.2 0.80
C -0.24980 0.96445 1.83242 0.0 0.6 0.5 0.19
C 0.85872 1.29636 -1.12593 1.2 -0.3 1.4 0.67
H 0.52318 1.73409 1.97836 -0.2 -0.2 0.1 0.03
H -1.23564 1.42491 1.67526 0.3 -0.2 0.0 0.01
H -0.27688 0.27792 2.69127 0.1 0.2 -0.2 0.03
H 1.01200 2.25181 -0.59241 -0.4 -0.2 -0.5 0.05
H 1.81732 0.95574 -1.55932 -0.5 0.4 -0.3 0.04
Cl -2.60116 -1.26409 1.20212 -0.2 -0.2 0.1 0.02
C -1.34092 -2.43666 1.15954 0.1 -1.2 0.2 0.06
C -0.08828 -2.06434 0.69957 0.0 0.7 -0.8 0.19
C 0.92881 -2.99968 0.53925 -0.9 -0.9 0.6 0.05
Cl 2.40470 -2.49528 -0.17907 0.3 0.0 -0.1 0.02
C 0.72316 -4.33695 0.94280 -0.5 0.8 0.0 0.00
Cl 1.98376 -5.47570 0.79419 0.2 -0.2 0.0 0.00
C -0.53450 -4.71821 1.47257 0.2 1.0 -0.3 0.03
Cl -0.78836 -6.31947 1.99944 0.0 -0.2 0.0 0.01
C -1.58052 -3.77247 1.56056 0.8 0.5 -0.3 0.00
Cl -3.11748 -4.22345 2.14585 -0.2 -0.1 0.1 0.00
```
Positions in Å, forces in eV/Å.

Summary:
<S²>: 12.032
Gap between HOMO and LUMO (spin up / spin down) in eV: 5.99 / 5.62
Total energy in Ha: -4211.808516
Multiplicity: 7
Highest occupied orbital energy (spin up / spin down) in eV: -7.17 / -9.28
F_max in eV/Å: 4.0



7.
C2H4IOP3 | ωB97M-V/def2-TZVPD

Geometry as XYZ:
```
11
Properties=species:S:1:pos:R:3:forces:R:3:nbo_charge:R:1
C -0.05514 -0.57819 0.40494 -3.7 3.4 -1.8 -0.91
P -0.17951 1.14009 1.24750 0.9 -2.0 -0.1 0.87
O 1.05234 0.81724 2.29740 -0.3 0.2 0.0 -1.00
P -2.08509 0.90650 2.39913 -0.5 -0.5 1.0 0.40
C -1.61496 0.14843 3.79124 0.5 -0.4 -0.4 -0.96
P -0.92776 -0.58437 5.12194 -0.3 1.4 -1.1 0.57
I 0.22398 1.59452 5.68058 0.0 -0.3 0.5 -0.16
H 0.75383 -0.51876 -0.27787 0.8 -0.5 -0.4 0.24
H -1.04669 -0.60543 -0.20523 1.6 0.2 0.4 0.22
H -0.22612 -1.41109 0.98360 0.6 -1.7 1.8 0.23
H 0.92474 1.24266 3.15389 0.2 0.2 0.2 0.50
```
Positions in Å, forces in eV/Å.

Summary:
Gap between HOMO and LUMO in eV: 7.01
Total energy in Ha: -1475.547381
Multiplicity: 1
Highest occupied orbital energy in eV: -8.52
F_max in eV/Å: 5.3
SMILES: CP(O)#P=C=PI



8.
C6H11N | ωB97M-V/def2-TZVPD

Geometry as XYZ:
```
18
Properties=species:S:1:pos:R:3:forces:R:3:nbo_charge:R:1
C -0.70925 -3.04576 1.27855 1.1 -1.8 -2.0 -0.66
C -0.39874 -1.61318 1.06189 0.6 2.8 -1.8 -0.15
C -0.25642 -0.78521 -0.07152 -3.2 -2.8 0.8 -0.21
C -0.87017 0.61621 0.01500 1.1 1.3 2.4 -0.47
C -0.24840 1.72784 -0.83146 -0.2 0.7 1.1 -0.37
C 1.04410 2.06337 -0.64792 1.0 -0.2 -0.4 0.05
N 1.88557 2.54041 -1.67086 0.7 0.0 3.6 -0.82
H -0.72971 -3.62199 0.23711 -0.2 1.0 2.3 0.21
H -1.67154 -3.22409 1.85779 1.3 0.3 -0.7 0.24
H 0.19437 -3.42081 1.83508 -1.2 -0.3 -0.2 0.22
H -0.16452 -1.11852 2.00666 -0.6 0.4 0.0 0.18
H -0.38928 -1.28951 -1.08810 0.4 0.6 1.3 0.18
H -0.97382 0.80408 1.14935 1.1 0.3 -1.0 0.20
H -1.94079 0.64419 -0.06395 -0.7 -0.8 -1.2 0.23
H -0.82385 2.50345 -1.37505 0.0 -1.4 -0.6 0.21
H 1.52316 1.98593 0.38458 -0.1 -0.8 -1.8 0.19
H 2.86910 2.46650 -1.49700 0.0 0.3 0.1 0.38
H 1.66018 2.76712 -2.58015 -1.2 0.1 -1.8 0.39
```
Positions in Å, forces in eV/Å.

Summary:
Gap between HOMO and LUMO in eV: 8.60
Total energy in Ha: -289.834258
Multiplicity: 1
Highest occupied orbital energy in eV: -7.38
F_max in eV/Å: 4.3
SMILES: C/C=C/C/C=C/N



Values for relative energy (zero: lowest compared OMol25 entry of this formula, charge and spin), kcal per mole, ordered as above
0.0; 62.0; 104.3; 106.6; 16.6; 27.7; 26.5; 86.2